(1)
{
  "formula": "C5H7N",
  "method": "ωB97M-V with the def2-TZVPD basis set",
  "species": ["H", "C", "C", "H", "H", "N", "H", "C", "C", "H", "C", "H", "H"],
  "coordinates": [[0.182453, 1.875419, 1.717572], [-0.905739, -0.326777, -0.729540], [-0.404576, 1.731680, 0.804872], [1.933183, -0.136135, 0.964995], [-1.877908, -0.025160, -1.100394], [0.944444, -1.487587, -0.369519], [-0.208705, 2.584997, 0.145392], [-0.255396, -1.497457, -1.024970], [1.061040, -0.329210, 0.354892], [-1.462656, 1.771705, 1.085616], [-0.075741, 0.417695, 0.160275], [-0.567729, -2.364665, -1.585629], [1.637331, -2.214503, -0.423563]],
  "forces_ev_per_angstrom": [[-0.06, 0.00, -0.14], [-0.03, 0.00, 0.01], [-0.01, 0.09, 0.04], [-0.13, -0.01, -0.10], [0.14, -0.10, 0.10], [-0.01, -0.05, 0.00], [-0.02, -0.14, 0.05], [-0.01, -0.05, 0.03], [-0.02, 0.07, 0.06], [0.15, -0.01, -0.04], [0.07, -0.06, 0.04], [0.05, 0.15, -0.11], [-0.11, 0.10, 0.05]],
  "smiles": "Cc1cc[nH]c1",
  "e_lumo_ha": 0.040,
  "total_charge": 0,
  "e_homo_ha": -0.2986
}

***

(2)
{
  "formula": "C29H16F34FeN4O",
  "method": "ωB97M-V with the def2-TZVPD basis set",
  "species": ["C", "H", "F", "C", "H", "Fe", "H", "C", "F", "H", "F", "C", "F", "N", "H", "C", "H", "C", "N", "C", "C", "C", "F", "H", "O", "N", "C", "F", "H", "H", "F", "F", "F", "C", "C", "F", "C", "C", "F", "C", "C", "F", "H", "C", "F", "N", "F", "F", "C", "F", "F", "F", "F", "F", "H", "F", "F", "C", "F", "C", "C", "F", "H", "H", "C", "F", "F", "F", "F", "H", "F", "C", "F", "H", "F", "F", "C", "C", "C", "F", "F", "C", "H", "C", "C"],
  "coordinates": [[-2.870764, 1.259271, 2.960768], [-3.009786, -3.784140, 1.462664], [7.386962, -0.061819, 3.685575], [-4.523801, -1.188031, -1.368424], [-2.423809, -2.678415, 3.390460], [-1.758222, 3.961917, 0.932494], [-0.711974, -3.931469, 1.762684], [-2.709920, -0.302391, 0.494766], [3.988980, -3.773880, -1.194162], [-2.207449, -3.169682, 0.045482], [5.785758, -1.368048, -1.230793], [7.350792, -0.544154, 1.094437], [-6.045190, 1.492748, -0.901025], [-4.275251, -1.485409, 1.944082], [-3.514043, -1.808603, -1.516352], [1.107296, 2.115610, -2.915179], [-5.476596, -3.070546, -0.050205], [-1.802939, -1.991078, 2.632002], [-0.970993, 3.309771, 3.483224], [-4.114812, 1.938080, -2.340494], [4.500140, -3.215443, 0.115258], [-2.131666, 0.865935, 1.509797], [2.315060, 5.816424, -1.849563], [-6.944875, -1.467367, -2.201059], [-6.250699, -0.203672, 1.492411], [-6.920437, -2.226937, -1.460346], [-5.656267, -2.264400, -0.884228], [4.645115, -4.435503, 0.995401], [-0.221107, 1.609705, 0.234077], [-3.843130, 0.706707, 3.350718], [6.191085, 0.423851, 1.057996], [3.785799, -1.170436, 1.617764], [-4.341164, 3.440583, -2.303062], [-0.175030, 2.280039, -3.894616], [-4.163019, -0.002318, -0.290183], [1.214279, 3.513397, -0.679605], [-4.523964, 1.452738, -0.866077], [6.877080, -2.121251, 1.032909], [-2.018633, 0.335057, -2.521902], [-0.820049, 1.815781, 1.236010], [5.933756, -2.507113, -0.248129], [3.172783, 3.110986, -1.944609], [0.678492, 3.668748, 1.917532], [-2.727035, 1.517204, -3.040285], [-2.089004, 3.862714, -4.060724], [-2.960443, -3.023355, 0.751013], [8.283502, -0.337934, -0.076694], [-3.090115, 1.153446, -4.467465], [1.594982, 4.855944, -2.766727], [6.703028, -3.550660, -1.027341], [2.231351, 1.603738, -3.790166], [2.417675, 4.863608, -4.034113], [0.140901, 3.258781, -5.009056], [8.157030, -2.917882, 0.922703], [-4.824062, -0.828767, -2.435869], [2.535703, -3.324392, 2.723796], [2.923158, -1.389791, -0.592586], [-2.828808, -1.642284, 1.425508], [0.157302, -2.208446, -0.086392], [3.323660, -2.184152, 0.628759], [0.639943, -2.143866, 1.322444], [-0.207363, 0.980662, -4.674139], [0.048362, -3.132518, 3.284543], [-2.680426, 2.704020, 4.843980], [-5.053412, -0.511812, 1.033175], [8.669974, 1.286106, 2.198162], [-1.460600, 3.301085, -1.832497], [9.460474, -0.919418, 2.630987], [6.316804, -2.453345, 2.361585], [-4.677089, -2.452557, 1.926317], [0.883518, -0.778423, 1.833442], [-2.156548, 2.462181, 3.796371], [-4.232469, 2.615008, 0.060472], [-1.423085, -1.102353, 3.288755], [1.737355, -4.290065, 0.621761], [0.236802, 5.392214, -2.990484], [-0.267894, 3.000588, 2.205033], [-0.486757, -2.889708, 2.244181], [2.080039, -2.995295, 1.321364], [-5.239869, 1.521740, -3.269703], [0.808216, 0.945654, -2.006053], [-1.590678, 2.708458, -3.217200], [-1.769571, -0.536079, -0.153903], [8.218957, -0.138567, 2.426661], [1.688702, 3.373279, -2.108114]],
  "forces_ev_per_angstrom": [[3.62, 1.75, -2.07], [0.48, 0.99, -0.83], [3.00, -0.76, -4.62], [1.36, -1.84, -0.56], [1.25, 1.56, -1.77], [-0.37, -1.09, 0.17], [0.39, 2.19, 0.76], [3.13, 0.05, 0.04], [1.52, 1.93, 4.25], [-0.71, -0.31, 1.04], [0.16, -3.66, 3.79], [0.59, 1.41, -1.46], [5.01, -0.18, 0.13], [0.89, 1.83, -2.45], [-2.17, 1.41, 0.25], [2.00, -3.94, -1.07], [-0.12, 1.82, -1.93], [0.46, -0.02, 1.20], [-2.50, -3.76, -2.90], [-4.23, 2.26, -1.86], [-0.81, -2.74, -1.89], [0.16, 3.59, 3.12], [-2.92, -3.59, -3.11], [0.08, -0.92, 1.05], [7.29, -1.28, -3.69], [5.90, 0.39, 1.84], [-4.63, 0.86, -2.19], [-0.32, 4.65, -2.74], [-1.18, 0.39, 2.28], [2.16, 1.21, -0.86], [3.80, -3.40, -0.14], [-1.27, -3.35, -3.16], [1.59, -4.60, -0.26], [1.67, -0.90, -4.55], [-0.16, -1.53, 2.32], [0.60, -0.70, -4.06], [-4.09, 0.82, 1.51], [2.54, -0.84, 1.83], [-2.45, 3.65, -0.85], [-1.17, -0.17, 0.54], [1.75, -1.42, -3.17], [-5.27, 0.94, -0.53], [-1.90, -1.84, 0.79], [1.23, -1.65, -4.25], [1.37, -4.39, 3.27], [0.91, 1.62, -1.36], [-3.47, -0.48, 3.88], [1.36, 1.23, 4.78], [2.19, 3.70, -1.33], [-2.74, 3.41, 2.63], [-4.04, 2.13, 3.02], [-3.59, -0.19, 4.65], [-0.92, -2.97, 4.34], [-4.37, 2.73, 0.43], [0.42, -0.26, 2.13], [-1.75, 1.10, -4.67], [0.91, -2.59, 4.07], [-2.43, -2.34, 0.91], [1.33, 1.18, 3.48], [0.31, 1.89, -0.50], [-0.54, -1.14, 0.51], [-0.57, 4.21, 3.21], [-1.08, 0.63, -2.32], [1.43, -0.39, -2.56], [-5.47, 0.40, 4.51], [-1.59, -4.95, 0.71], [0.27, -1.49, -2.83], [-5.00, 2.60, -0.67], [1.24, 0.90, -4.34], [-0.17, 1.50, 0.17], [-0.75, -3.27, -2.06], [0.35, -0.48, -1.07], [0.30, -2.78, -1.75], [-0.76, -1.43, -1.31], [1.41, 4.31, 2.34], [4.70, -2.25, 0.79], [-2.79, -1.69, 0.17], [1.04, 0.12, 0.85], [-0.51, -1.61, 0.80], [4.09, 0.90, 3.12], [0.64, 3.99, -2.31], [-2.09, 3.00, -0.89], [-1.90, 0.70, 0.46], [2.11, 2.78, 2.22], [3.79, 0.43, 2.57]],
  "s2": 6.0462,
  "spin_multiplicity": 5,
  "e_lumo_ha": [-0.362, -0.404],
  "total_charge": 2,
  "e_homo_ha": [-0.5517, -0.5516]
}

***

(3)
{
  "formula": "C6H11N",
  "method": "ωB97M-V with the def2-TZVPD basis set",
  "species": ["H", "N", "H", "H", "H", "C", "C", "H", "C", "H", "H", "H", "C", "H", "C", "H", "H", "C"],
  "coordinates": [[1.604173, -1.357481, 1.198687], [0.831682, -0.739174, 1.368479], [-1.217414, -0.061310, 2.884497], [-2.899595, -0.592486, 2.242872], [1.817868, -1.527121, -0.956623], [-0.033634, -0.287293, 0.375526], [1.484265, -0.634307, -1.485661], [1.139195, -0.996006, -2.458761], [-1.413674, 0.015137, 0.839789], [-0.443373, 1.470907, -2.399682], [-2.027942, 0.256574, -0.021773], [0.315692, -0.912090, 2.216594], [-0.038861, 1.467551, -1.386887], [2.358744, -0.014476, -1.709197], [0.311687, 0.093822, -0.882677], [-0.719554, 1.928951, -0.662589], [0.842921, 2.095452, -1.227352], [-1.912173, -0.206646, 2.064754]],
  "forces_ev_per_angstrom": [[-0.03, 0.01, -0.22], [-0.56, -0.33, 0.11], [-0.16, -0.78, 0.37], [-0.48, 0.83, 0.18], [-0.15, 0.14, 0.22], [-0.24, 2.25, 0.31], [-0.10, 0.25, -0.97], [0.17, -0.09, -0.19], [0.08, -0.09, -0.54], [0.24, 0.43, -0.05], [-0.46, -0.53, 0.22], [0.30, -0.63, 0.05], [-0.83, -0.63, 0.62], [-0.02, 0.12, 0.20], [1.51, -0.86, 1.29], [-0.39, -0.11, -0.47], [0.20, -0.12, -0.68], [0.92, 0.13, -0.46]],
  "smiles": "C=CC(N)=C(C)C",
  "e_lumo_ha": 0.031,
  "total_charge": 0,
  "e_homo_ha": -0.2674
}